{"formula": "GaH4S2", "method": "ωB97M-V/def2-TZVPD", "elements": ["S", "Ga", "S", "H", "H", "H", "H"], "positions_angstrom": [[-1.87594, 0.80502, 0.09245], [-0.07718, -0.49617, -0.66610], [1.30760, -0.83941, 1.16015], [-1.24660, 1.70092, 0.98501], [-0.65440, -1.84319, -1.30241], [0.76745, 0.24641, -1.81432], [1.77908, 0.42642, 1.54522]], "mulliken_charge": [-0.520, 0.364, -0.510, 0.052, -0.225, -0.218, 0.057], "total_charge": -1, "lumo_energy_ha": 0.1281, "mol_weight_g_mol": 137.9, "energy_ha": -2723.62904, "multiplicity": 1, "e_homo_ev": -4.4030, "largest_force_ev_per_a": 1.6, "homo_lumo_gap_ev": 7.8889}